# C8H9Br3N2O4

A molecular structure, C8H9Br3N2O4 at a distorted geometry (wB97M-V/def2-TZVPD, OMol25).

Computed properties:
F_max   0.1963 hartree/bohr
Orbital gap   7.9 eV
Highest occupied orbital energy   -9.4 eV
Energy   -8442.296814 hartree
Relative energy (zero: lowest compared OMol25 entry of this formula, charge and spin)   147.4 kcal/mol

Geometry (Å):
C 0.634120 2.323882 -0.790485
N -0.568001 3.206713 -0.890664
O -0.547079 3.995268 -1.822567
O -1.506648 3.065935 -0.079992
H 1.512196 2.879140 -1.120289
H 0.399529 1.564780 -1.536688
H 0.666060 1.982333 0.244132
C -0.638712 -0.944395 -0.587995
C 0.298380 -0.590620 0.404522
C -0.015091 -0.992883 1.708103
C -1.118868 -1.747267 1.956063
C -2.027723 -1.982354 0.983952
C -1.858313 -1.583824 -0.321445
N -1.360711 -2.427631 3.249577
O -1.101988 -1.799977 4.315199
O -1.831213 -3.516580 3.224910
H -0.510779 -0.883995 -1.658690
H 1.200375 -0.025689 0.221057
H 0.619405 -0.891331 2.576145
H -2.867465 -2.654657 1.080049
H -2.592595 -1.812571 -1.079678
C 2.522546 0.563651 -2.086060
Br 2.352314 -0.877338 -0.779427
Br 3.842846 0.135349 -3.582005
Br 2.983427 2.281995 -1.164094
H 1.513989 0.732066 -2.463630

Cartesian forces (eV/Å) of the 3 atoms listed first:
C -4.85 1.52 0.61
N -1.77 -0.19 0.68
O -0.29 -0.22 0.56

These are the natural (NBO) partial charges, in e, on atoms 1 to 4: C -0.517; N 0.523; O -0.385; O -0.391

# C37H60BClN2O2P2S3Ti

A molecular structure, C37H60BClN2O2P2S3Ti at a distorted geometry (wB97M-V/def2-TZVPD, OMol25).

Computed properties:
Spin multiplicity   2
F_max   0.0754 hartree/bohr
Orbital gap (spin up / spin down)   6.2 / 6.3 eV
Highest occupied orbital energy (spin up / spin down)   -9.6 / -9.9 eV
Energy   -4917.539344 hartree
Charge   +1

Geometry (Å):
Ti -0.762069 0.367356 0.524868
C 1.548180 3.479734 -0.058793
C 2.066099 3.558283 1.375370
S 1.702424 2.090665 2.388094
C 1.054273 2.859695 3.908056
C -0.436903 2.615872 4.200336
S -1.524442 2.639960 2.760987
C -1.238029 4.299964 2.096422
C -1.108397 4.350004 0.563538
S -0.184090 3.041387 -0.275687
H 2.072839 2.703351 -0.619731
H 1.710242 4.429629 -0.565340
H 1.655349 4.429788 1.880403
H 3.147978 3.672838 1.347362
H 1.269313 3.923856 3.845620
H 1.650165 2.466186 4.730733
H -0.795776 3.333684 4.937820
H -0.586095 1.616470 4.609107
H -2.082863 4.917391 2.393047
H -0.348441 4.700902 2.577424
H -0.654090 5.292371 0.261128
H -2.092620 4.295383 0.100785
C -3.165319 2.733190 -2.171591
C -3.343397 1.387918 -2.904979
C -3.169401 1.613513 -4.403083
C -4.761547 0.881158 -2.584247
P -2.069684 0.247786 -2.142838
C -0.571309 0.805726 -3.042013
N 0.594982 0.291715 -2.371310
B 0.749561 -0.152137 -0.979299
N 2.023594 -0.897197 -1.036232
C 2.764309 -1.771208 -0.121278
P 2.553713 -1.416026 1.670937
C 2.447631 -3.178216 2.333389
C 2.385654 -3.089401 3.866755
C 3.540393 -4.168289 1.916369
C 1.108520 -3.731443 1.801175
C 4.218348 -0.627556 2.076316
C 4.398330 0.495646 1.032587
C 5.457928 -1.516773 2.047739
C 4.086838 -0.001763 3.476308
C 2.510997 -0.892355 -2.353621
C 3.648201 -1.485392 -2.894771
C 3.903934 -1.308845 -4.252264
C 3.045277 -0.557961 -5.051695
C 1.908698 0.035533 -4.511888
C 1.654356 -0.145972 -3.157902
C -2.342005 -1.532554 -2.716594
C -2.891806 -1.677236 -4.136392
C -1.029968 -2.321010 -2.639844
C -3.321793 -2.150660 -1.701524
H -3.950699 3.427942 -2.492987
H -2.199043 3.196502 -2.389907
H -3.245052 2.597736 -1.087922
H -3.972082 2.277583 -4.745948
H -3.235845 0.692434 -4.980978
H -2.219766 2.102142 -4.635425
H -5.479478 1.691367 -2.755186
H -4.855561 0.570189 -1.538728
H -5.060948 0.042780 -3.215504
H -0.577497 1.894085 -3.076110
H -0.598678 0.444182 -4.070205
H 3.824278 -1.672222 -0.333603
H 2.497111 -2.806774 -0.332866
H 3.370697 -2.881735 4.293388
H 2.039359 -4.041662 4.287248
H 1.700240 -2.300341 4.200932
H 4.471152 -4.019592 2.458313
H 3.756482 -4.130437 0.844552
H 3.194076 -5.184804 2.141407
H 0.326317 -2.975343 1.756056
H 0.763744 -4.543314 2.452931
H 1.221506 -4.149259 0.796315
H 4.901530 0.130385 0.132372
H 5.015053 1.296324 1.455741
H 3.447940 0.934912 0.724876
H 5.526385 -2.112655 1.132928
H 5.493293 -2.189459 2.906204
H 6.350806 -0.881076 2.096952
H 3.238227 0.684054 3.521811
H 4.994406 0.561788 3.720353
H 3.948880 -0.763891 4.249172
H 4.325530 -2.075394 -2.290198
H 4.787204 -1.760398 -4.691272
H 3.262759 -0.436852 -6.107457
H 1.254480 0.632193 -5.137765
H -2.213327 -1.238482 -4.874669
H -3.877682 -1.231835 -4.259191
H -2.982477 -2.743353 -4.372730
H -0.299756 -1.992217 -3.383524
H -1.258952 -3.373976 -2.839376
H -0.569937 -2.262662 -1.654244
H -4.285824 -1.633867 -1.678760
H -2.904351 -2.122574 -0.695728
H -3.509451 -3.198471 -1.957602
Cl -7.114804 -1.440028 3.373590
C -5.730113 -0.747640 2.596168
C -5.888382 0.410602 1.807876
C -4.812658 0.974032 1.174337
C -3.533117 0.405905 1.285961
O -2.517240 0.942763 0.658139
C -3.374145 -0.745791 2.103347
C -2.109661 -1.331499 2.300915
O -1.050174 -0.939144 1.691659
C -4.501517 -1.308132 2.753720
H -6.874558 0.851527 1.708401
H -4.929592 1.877536 0.585597
H -1.997675 -2.163264 2.990400
H -4.379447 -2.195771 3.366431

Cartesian forces (eV/Å) of the 3 atoms listed first:
Ti 1.62 3.29 -1.28
C 0.00 -0.15 0.19
C -0.15 -0.05 -0.07

These are the Löwdin partial charges, in e, on atoms 1 to 4: Ti 0.805; C -0.477; C -0.469; S 0.878

# C19H44F3N2O3PSSi

3 unconnected molecules or ions with the total composition C19H44F3N2O3PSSi at a distorted geometry (wB97M-V/def2-TZVPD, OMol25).

Computed properties:
F_max   0.1711 hartree/bohr
Orbital gap   7.9 eV
Highest occupied orbital energy   -7.9 eV
Energy   -2414.029699 hartree
SMILES   O=[PH2][Si@](S)(CCCC(=O)O)CCC(F)(F)F.CCN(CC)CC.CCN(CC)CC

Geometry (Å):
O 2.589227 -2.633964 -4.223083
P 3.859321 -2.937950 -3.278878
Si 5.476711 -1.563787 -3.841840
S 5.714501 -1.771760 -6.021862
C 7.200210 -1.974800 -3.087069
C 7.170758 -3.016107 -1.816048
C 8.712189 -2.981590 -1.171065
C 8.737640 -2.655036 0.436753
O 7.841180 -1.936628 1.117455
O 9.922371 -3.182565 1.192258
C 5.030378 0.327677 -3.577206
C 4.253698 0.625441 -2.170151
C 2.646092 0.897657 -2.284134
F 1.822294 -0.195398 -1.704956
F 2.135409 1.165740 -3.646185
F 2.378825 2.154736 -1.490541
H 3.391884 -2.805700 -1.918392
H 4.244915 -4.313999 -3.592615
H 4.645645 -0.960404 -6.514968
H 7.706970 -0.966693 -2.699844
H 7.883182 -2.456152 -3.915667
H 6.340926 -2.789562 -1.021194
H 7.013621 -4.146736 -2.161435
H 9.330645 -2.107878 -1.695392
H 9.299462 -3.991140 -1.357209
H 10.745694 -2.757006 0.763474
H 4.472160 0.662561 -4.548209
H 6.037428 0.968726 -3.545166
H 4.787221 1.542306 -1.626378
H 4.454716 -0.305112 -1.456772
C -1.267818 -1.909491 -1.232771
C -2.257753 -1.771127 -0.077970
N -1.775620 -2.347986 1.179099
C -2.826571 -2.503175 2.188992
C -3.490311 -1.235547 2.716852
C -0.497326 -1.839849 1.680599
C -0.375285 -0.338365 1.919029
H -0.956777 -2.950489 -1.364764
H -1.736998 -1.578967 -2.165417
H -0.375802 -1.294821 -1.080250
H -3.171666 -2.293755 -0.381554
H -2.526133 -0.716044 0.036402
H -2.433869 -3.075849 3.039067
H -3.612323 -3.141922 1.764653
H -2.829088 -0.681302 3.385787
H -4.378164 -1.503197 3.300045
H -3.817735 -0.570899 1.913239
H 0.287619 -2.132771 0.972097
H -0.231075 -2.365934 2.605590
H -0.748923 0.252623 1.079053
H 0.679767 -0.074784 2.055123
H -0.898182 -0.027012 2.824979
C -6.027969 4.304293 4.412160
C -5.670070 3.349309 3.275236
N -6.777490 3.099405 2.349703
C -6.545298 1.958728 1.458970
C -5.390292 2.061074 0.468236
C -7.373838 4.276434 1.715106
C -6.454227 5.193613 0.915546
H -6.924117 3.968835 4.943417
H -5.205944 4.345986 5.134476
H -6.196804 5.322833 4.050432
H -5.374558 2.402134 3.740068
H -4.785116 3.730255 2.755578
H -7.466198 1.735018 0.905168
H -6.375162 1.071240 2.082577
H -5.619188 2.746126 -0.350412
H -5.206974 1.079623 0.017479
H -4.459289 2.378665 0.944814
H -7.853161 4.879136 2.496719
H -8.205667 3.964282 1.071767
H -5.535386 5.440546 1.453307
H -6.970553 6.137836 0.708224
H -6.187937 4.760414 -0.050133

Cartesian forces (eV/Å) of the 3 atoms listed first:
O 3.70 -0.41 2.53
P -5.67 -0.44 -2.92
Si 1.68 2.16 -1.14

These are the Löwdin partial charges, in e, on atoms 1 to 4: O -0.588; P 0.586; Si 0.174; S 0.394

# C4H6N2S2

2 unconnected molecules or ions with the total composition C4H6N2S2 at a distorted geometry (wB97M-V/def2-TZVPD, OMol25).

Computed properties:
F_max   0.1101 hartree/bohr
Orbital gap   7.0 eV
Highest occupied orbital energy   -9.3 eV
Energy   -1061.679538 hartree
Relative energy (zero: lowest compared OMol25 entry of this formula, charge and spin)   148.5 kcal/mol

Geometry (Å):
C 0.500495 -0.772270 0.248759
C -0.264464 -1.539052 -0.765041
C -1.683417 0.340980 0.371576
C -0.187855 0.566351 0.445351
H 2.879136 1.160608 0.797776
H 0.583795 -1.124112 1.279788
H 0.279387 -2.235722 -1.446183
H -2.427499 1.100088 0.921892
H 0.084607 0.888375 1.445202
H 1.480104 2.185928 -0.566100
N -1.471920 -1.178808 -1.160737
N -2.271429 -0.529764 -0.274053
S 2.350941 -0.624904 -0.369646
S 0.148117 1.762302 -0.928588

Cartesian forces (eV/Å) of the 3 atoms listed first:
C 1.46 0.41 0.87
C -1.44 0.34 -2.34
C -1.25 4.42 3.31

These are the natural (NBO) partial charges, in e, on atoms 1 to 4: C -0.381; C 0.043; C 0.095; C -0.412